Below is a structure of composition C18H20BF4N4O2RhS2, with properties calculated with ωB97M-V with the def2-TZVPD basis set.

Element x y z (Å)
Rh: -0.3650 -0.7234 -1.3448
C: -1.1527 0.5523 2.5857
C: -1.3703 -0.1934 1.2930
N: -0.3067 -0.5504 0.6019
N: 0.9190 -0.2850 1.2014
C: 1.9539 -0.3079 0.4477
S: 1.9533 -0.5952 -1.2516
S: 3.5418 0.0016 1.1655
C: 3.1042 1.3866 2.2744
C: 2.9772 2.6781 1.5177
C: 1.7610 3.0572 0.9599
C: 1.6612 4.2129 0.1981
C: 2.7790 5.0087 -0.0017
C: 3.9971 4.6404 0.5549
C: 4.0954 3.4791 1.3044
C: -2.7407 -0.4759 0.9192
C: -3.7558 -0.3163 1.8968
C: -5.0730 -0.5576 1.6235
C: -5.4415 -0.9457 0.3235
C: -4.4969 -1.1189 -0.6471
C: -3.1246 -0.9125 -0.3712
O: -2.2819 -1.1867 -1.3131
H: -0.2208 1.0997 2.5551
H: -1.1030 -0.1357 3.4322
H: -1.9749 1.2439 2.7390
H: 3.9132 1.4260 3.0035
H: 2.1865 1.1067 2.7854
H: 0.8881 2.4306 1.0886
H: 0.7124 4.4771 -0.2506
H: 2.7034 5.9118 -0.5933
H: 4.8744 5.2543 0.3957
H: 5.0509 3.1868 1.7254
H: -3.4845 -0.0200 2.8988
H: -5.8203 -0.4463 2.3964
H: -6.4861 -1.1057 0.0864
H: -4.7572 -1.4153 -1.6538
F: -1.3257 0.8714 -3.0123
B: -1.3064 1.9249 -2.0613
F: -0.3010 1.4049 -1.0847
F: -0.8544 3.0969 -2.5836
F: -2.5020 2.0221 -1.3954
C: 1.3599 -5.8151 -2.1341
N: 0.6726 -4.7311 -1.4626
C: 0.5120 -3.4986 -1.9619
N: 1.1160 -3.2004 -3.1285
O: -0.2580 -2.7165 -1.3510
H: 1.1140 -6.7458 -1.6313
H: 2.4444 -5.6896 -2.1019
H: 1.0353 -5.8988 -3.1724
H: 0.1724 -4.9018 -0.6068
H: 1.8984 -3.7475 -3.4418
H: 1.1058 -2.2367 -3.4172

Maximum force ... 1.2 eV Å⁻¹
Charge ... 0
Frontier orbital gap ... 6.79 eV
2S+1 ... 1
Calculated total energy ... -65277.386 eV

Below is a structure of composition C3H6N2OS, with properties calculated with ωB97M-V with the def2-TZVPD basis set.

Element x y z (Å)
C: -0.5487 -0.1925 -0.8743
C: 0.2108 1.1709 -0.4910
C: 0.4652 0.4123 0.8579
H: -0.0061 -1.8762 2.1478
H: -1.9146 -1.6516 1.4886
H: 0.1812 -1.1809 -1.2409
H: -1.6194 -0.0940 -1.2529
H: -0.4109 1.9528 -0.2737
H: 1.6644 1.2940 -2.7083
N: -0.7760 -1.6387 1.1440
N: -0.5719 -0.4006 0.6029
O: 1.4371 0.5985 1.6946
S: 1.8889 1.6060 -1.0946

Maximum force ... 5.9 eV Å⁻¹
Charge ... 0
Frontier orbital gap ... 9.48 eV
2S+1 ... 1
Calculated total energy ... -19066.028 eV

Below is a cluster of 2 separate species, C2H6OS3 in total, with properties calculated with ωB97M-V with the def2-TZVPD basis set.

Element x y z (Å)
C: -0.2591 0.4511 -1.0067
C: 0.4586 1.2715 -0.0305
O: -0.0999 -1.9248 1.1884
S: -1.9660 1.0171 -1.3641
S: 2.2074 1.1196 0.0741
S: -0.2342 2.1428 1.2168
H: -0.4080 -0.6048 -0.5323
H: 0.3041 0.2450 -2.0432
H: 0.6795 -2.3794 1.6958
H: -0.7913 -2.5283 1.5329
H: 2.3639 0.1944 -0.7168
H: -2.2549 0.9958 -0.0146

Maximum force ... 4.2 eV Å⁻¹
Charge ... 0
Frontier orbital gap ... 8.24 eV
SMILES ... S=C(S)CS.O
2S+1 ... 1
Calculated total energy ... -36723.073 eV